1.
This record from the OMol25 dataset describes a 7-piece molecular cluster, C36H83N3O7 overall. The level of theory is ωB97M-V/def2-TZVPD.

The geometry in ORCA input format:
```
! RIJCOSX wB97M-V def2-TZVPD def2/J DEFGRID3
* xyz 1 2
O -1.0282 -0.7778 0.0032
H -0.7815 0.1367 -0.1354
H -1.8268 -0.7338 0.5291
C 0.3399 -7.5452 3.6550
C 0.6995 -6.1494 4.3184
C 2.2555 -5.9369 4.4826
C 2.7399 -4.5220 4.6521
C 2.1473 -3.5833 3.6265
C 0.6204 -3.6486 3.4879
N 0.1611 -5.0769 3.3532
O -1.2363 -5.2039 3.3696
C -0.0295 -2.9991 4.7186
C 0.1833 -2.9107 2.1591
C 0.0552 -6.0290 5.6800
H -0.6189 -7.8978 4.0351
H 1.0771 -8.2886 3.9584
H 0.3499 -7.4106 2.5733
H 2.5956 -6.4689 5.3711
H 2.7424 -6.3242 3.5876
H 3.8272 -4.5622 4.5866
H 2.5549 -4.1759 5.6690
H 2.5545 -3.7605 2.6310
H 2.4981 -2.6136 3.9794
H -1.0211 -3.3569 4.9958
H 0.4619 -3.2707 5.6529
H -0.2590 -1.9354 4.6561
H -0.8953 -2.8101 2.0385
H 0.6781 -1.9400 2.1272
H 0.3980 -3.5722 1.3199
H 0.2193 -7.0049 6.1369
H -0.9993 -5.7564 5.6353
H 0.5441 -5.2893 6.3140
H -1.4607 -5.4811 2.4783
C -0.6400 0.5348 -5.8151
C -0.9995 1.9304 -5.0941
C -2.2615 2.4016 -5.9079
C -3.1031 3.4365 -5.2666
C -3.4875 3.0481 -3.8228
C -2.2573 2.5741 -2.9313
N -1.4149 1.5846 -3.6952
O -0.3172 1.0260 -3.0078
C -1.5610 3.8597 -2.4486
C -2.8403 1.8909 -1.5888
C 0.1438 2.8497 -5.1565
H -1.6025 0.0234 -5.8021
H 0.1286 -0.1462 -5.4496
H -0.5113 0.8178 -6.8598
H -1.9096 2.9719 -6.7675
H -2.9188 1.5712 -6.1659
H -4.0164 3.6592 -5.8184
H -2.4030 4.2675 -5.3521
H -4.3555 2.3889 -3.8368
H -3.8097 3.9942 -3.3879
H -2.2501 4.4038 -1.8026
H -0.6952 3.6081 -1.8361
H -1.1002 4.4408 -3.2474
H -2.1024 2.0643 -0.8056
H -3.7265 2.3877 -1.1940
H -2.8529 0.8026 -1.6486
H 0.9601 2.6677 -4.4575
H -0.3147 3.8308 -5.0328
H 0.5989 2.7284 -6.1395
H -0.4140 0.0793 -3.1339
C 1.4744 1.2466 -0.2426
C 2.7276 2.1831 -0.3141
C 3.9293 1.2097 -0.1037
C 5.2694 1.7541 -0.5083
C 5.2647 2.3692 -1.9291
C 4.0812 3.3636 -2.1833
N 2.7669 2.8119 -1.6710
O 1.6481 3.6112 -1.9250
C 4.4551 4.6576 -1.5147
C 4.0523 3.4305 -3.7618
C 2.8143 3.2617 0.8308
H 0.6077 1.8791 -0.0503
H 1.5623 0.5439 0.5860
H 1.3475 0.6143 -1.1214
H 4.0899 1.0945 0.9682
H 3.7917 0.2044 -0.5018
H 6.0310 0.9744 -0.5052
H 5.6719 2.4899 0.1880
H 5.2894 1.5339 -2.6289
H 6.1937 2.8754 -2.1916
H 4.9551 5.3434 -2.1986
H 3.5991 5.3208 -1.3898
H 4.9439 4.6118 -0.5415
H 3.2216 3.9511 -4.2383
H 4.9696 3.9272 -4.0779
H 3.8592 2.4487 -4.1942
H 2.1729 4.1416 0.7799
H 3.7863 3.6638 1.1166
H 2.3507 2.8530 1.7287
H 1.1601 3.0111 -2.4937
C -0.8957 -4.7228 -2.8840
C -0.3571 -3.5956 -1.9789
C -0.1097 -2.3223 -2.7744
O -1.1979 -3.3300 -0.8798
H -1.9852 -4.7314 -2.8508
H -0.6567 -5.7585 -2.6425
H -0.6256 -4.6651 -3.9384
H 0.5978 -3.9358 -1.5783
H 0.3456 -2.4999 -3.7488
H 0.6511 -1.7543 -2.2390
H -1.0434 -1.8484 -3.0772
H -1.0144 -2.4263 -0.6129
C -3.1038 -0.9006 3.8946
C -3.5328 -0.8180 2.4830
C -5.0762 -0.8052 2.2692
O -2.9508 0.2617 1.7907
H -3.5396 -0.1086 4.5036
H -2.0218 -0.8153 3.9943
H -3.5232 -1.8014 4.3427
H -3.2142 -1.7458 2.0077
H -5.4303 -0.0065 2.9210
H -5.4305 -1.7978 2.5472
H -5.4224 -0.5737 1.2619
H -3.0225 1.0559 2.3251
C -0.9050 2.6899 2.3597
C -1.9427 3.5335 3.0154
C -2.4147 4.6449 2.1114
O -3.1044 2.7347 3.2185
H -0.5487 1.9467 3.0731
H -0.0037 3.2933 2.2513
H -1.1501 2.3220 1.3634
H -1.6160 4.1063 3.8833
H -3.2815 5.1144 2.5765
H -2.7446 4.3347 1.1199
H -1.6889 5.4529 2.0193
H -3.6402 3.2924 3.7873
*
```

Results
- Total energy: -57467.5123 eV
- HOMO-LUMO gap (spin up / spin down): 7.6 / 3.0 eV
- HOMO energy (spin up / spin down): -9.6 / -9.6 eV

Here are the Löwdin charges for atoms 1 to 8, given in e:
1 O -0.03
2 H 0.01
3 H 0.03
4 C -0.02
5 C -0.45
6 C -0.14
7 C -0.21
8 C -0.15

2.
This record from the OMol25 dataset describes C36H85O15PS3Si2 as an isolated structure. The level of theory is ωB97M-V/def2-TZVPD.

The geometry in ORCA input format:
```
! RIJCOSX wB97M-V def2-TZVPD def2/J DEFGRID3
* xyz 0 1
C 5.5979 -4.3556 1.1112
C 5.4978 -2.7731 1.5858
O 4.1953 -2.1457 1.3020
C 3.0891 -2.8390 2.0021
C 2.0902 -3.4810 0.8282
O 1.1064 -2.4407 0.4950
C 1.1188 -2.0881 -0.9331
Si 2.1245 -0.5038 -1.3751
O 3.8593 -0.7342 -1.5128
Si 4.2854 -2.1063 -2.5195
S 2.8313 -2.6443 -4.0200
C 5.9499 -1.7440 -3.4755
C 6.1821 -0.1532 -3.8062
C 7.2717 -2.3564 -2.6891
C 7.5075 -3.9654 -2.9775
S 1.8563 0.9171 0.2872
C 0.2540 0.5832 1.1930
C -1.0498 0.3114 0.2388
O -1.2440 0.7623 -1.0027
O -2.1595 -0.4847 0.8531
C -2.5060 -1.6413 0.0132
C -3.8519 -2.3876 0.6630
C -4.3034 -3.6674 -0.2582
O -4.9318 -1.4424 0.9895
C -5.2376 -0.5339 -0.1269
O -5.0238 0.7966 0.0677
C -5.8665 -0.9528 -1.5845
S -6.7768 0.5203 -2.3314
P 1.3964 0.5420 -3.1676
O 0.3574 -0.4251 -3.9295
O 0.7287 2.1233 -2.8823
O 2.8238 0.7981 -4.1937
H 5.3915 -4.4813 -0.0370
H 4.8507 -5.0523 1.7219
H 6.6975 -4.7392 1.3290
H 6.2967 -2.1862 0.9270
H 5.8169 -2.6207 2.7234
H 2.5324 -2.0166 2.6400
H 3.4528 -3.6614 2.7636
H 2.7947 -3.8032 -0.0484
H 1.5280 -4.4140 1.3057
H 1.4008 -3.0468 -1.5429
H -0.0144 -1.8474 -1.2212
H 4.4727 -3.2716 -1.6570
H 3.1470 -1.8645 -5.1758
H 5.8743 -2.3165 -4.5132
H 6.0018 0.0214 -4.9547
H 5.4914 0.5181 -3.1210
H 7.3117 0.1218 -3.5412
H 8.2485 -1.8073 -3.0962
H 7.2199 -2.0873 -1.5367
H 8.0065 -4.4554 -2.0217
H 6.4715 -4.4363 -3.2588
H 8.2523 -4.1596 -3.8893
H 0.0069 1.5642 1.8261
H 0.4234 -0.2678 2.0082
H -2.7569 -1.3841 -1.1047
H -1.6494 -2.4692 0.0806
H -3.4708 -2.8411 1.6977
H -5.4200 -3.5624 -0.6135
H -4.0836 -4.6794 0.3052
H -3.6470 -3.6269 -1.2521
H -5.0398 -1.2625 -2.3714
H -6.6544 -1.8309 -1.4645
H -6.3241 0.7746 -3.6493
H 0.6297 2.3367 -1.9089
H 3.4419 1.3115 -3.5621
C 4.6001 1.1416 2.1895
C 5.8334 1.0699 3.0744
O 6.9738 1.7164 2.5147
C 6.8528 3.1135 2.2587
C 6.5765 3.9368 3.5064
H 4.8190 0.7493 1.1912
H 3.7821 0.5612 2.6267
H 4.2528 2.1710 2.0669
H 6.1070 0.0170 3.2082
H 5.6260 1.4643 4.0737
H 6.0948 3.2945 1.4909
H 7.8105 3.4353 1.8286
H 5.6049 3.6924 3.9419
H 6.5793 5.0041 3.2675
H 7.3358 3.7435 4.2716
C 2.2001 5.5867 0.8797
C 3.4334 5.5150 1.7646
O 4.5738 6.1616 1.2049
C 4.4528 7.5586 0.9489
C 4.1765 8.3819 2.1966
H 2.4190 5.1945 -0.1185
H 1.3821 5.0063 1.3170
H 1.8528 6.6162 0.7572
H 3.7070 4.4622 1.8984
H 3.2260 5.9094 2.7639
H 3.6948 7.7396 0.1811
H 5.4105 7.8804 0.5188
H 3.2049 8.1375 2.6321
H 4.1793 9.4492 1.9577
H 4.9358 8.1886 2.9618
C 10.8372 3.5946 3.6606
C 10.5529 2.5404 4.7175
O 11.7142 2.1215 5.4303
C 12.4061 3.1260 6.1679
C 11.5597 3.7731 7.2522
H 11.6136 3.2488 2.9708
H 9.9304 3.8179 3.0904
H 11.1901 4.5275 4.1084
H 10.1529 1.6480 4.2227
H 9.7810 2.8787 5.4152
H 12.8201 3.8778 5.4895
H 13.2647 2.6300 6.6397
H 10.7202 4.3290 6.8283
H 12.1621 4.4708 7.8409
H 11.1437 3.0127 7.9217
C -12.4999 -2.2560 -4.2695
C -11.2666 -2.3277 -3.3846
O -10.1262 -1.6812 -3.9443
C -10.2472 -0.2842 -4.2003
C -10.5235 0.5391 -2.9526
H -12.2810 -2.6483 -5.2677
H -13.3179 -2.8365 -3.8322
H -12.8472 -1.2266 -4.3920
H -10.9930 -3.3806 -3.2507
H -11.4740 -1.9334 -2.3853
H -11.0052 -0.1032 -4.9681
H -9.2895 0.0376 -4.6303
H -11.4951 0.2947 -2.5171
H -10.5207 1.6064 -3.1915
H -9.7642 0.3458 -2.1873
C -16.1876 -2.8139 0.1605
C -16.6416 -2.3637 -1.2181
O -15.8711 -2.9195 -2.2808
C -15.8777 -4.3402 -2.3972
C -17.2604 -4.9220 -2.6428
H -15.1223 -2.6059 0.3021
H -16.7563 -2.2952 0.9381
H -16.3319 -3.8886 0.2999
H -16.5265 -1.2758 -1.2862
H -17.7049 -2.5716 -1.3712
H -15.4084 -4.7952 -1.5200
H -15.2348 -4.5853 -3.2531
H -17.9243 -4.7527 -1.7919
H -17.1961 -6.0009 -2.8099
H -17.7251 -4.4554 -3.5179
*
```

Results
- Total energy: -126965.1177 eV
- HOMO-LUMO gap: 9.0 eV
- HOMO energy: -9.0 eV

Here are the Löwdin charges for atoms 1 to 8, given in e:
1 C -0.11
2 C -0.24
3 O -0.26
4 C -0.15
5 C -0.14
6 O -0.27
7 C -0.28
8 Si 0.26

3.
This record from the OMol25 dataset describes a 10-piece molecular cluster, C36H87N5O9 overall. The level of theory is ωB97M-V/def2-TZVPD.

The geometry in ORCA input format:
```
! RIJCOSX wB97M-V def2-TZVPD def2/J DEFGRID3
* xyz 4 1
O -0.2521 -6.2457 -27.8248
C 0.0090 -7.4288 -27.3306
O 0.3724 -7.4963 -26.1290
O -0.1344 -8.4480 -28.0750
H -0.8144 -6.2167 -28.6141
C -2.5843 -9.2995 -34.4517
O -2.0127 -8.8976 -33.2429
C -1.8325 -10.0027 -32.3625
C -1.6153 -9.3515 -30.9976
N -0.3127 -8.6640 -30.7414
H -0.3185 -8.5588 -29.6692
H 0.4406 -9.3360 -30.9609
C 0.1959 -7.3594 -31.3039
C -0.9655 -6.3352 -31.4446
O -1.6034 -6.1167 -30.1354
C -2.3858 -4.9356 -30.2522
H -2.1967 -10.2528 -34.7929
H -2.3786 -8.5155 -35.1942
H -3.6651 -9.4687 -34.3908
H -0.9064 -10.4966 -32.7036
H -2.6672 -10.6441 -32.3670
H -1.7649 -10.0306 -30.1772
H -2.3751 -8.5728 -30.8466
H 0.5260 -7.5198 -32.3418
H 0.9930 -7.0486 -30.6359
H -1.7264 -6.7627 -32.1453
H -0.5960 -5.3605 -31.7838
H -3.2744 -5.0417 -30.9286
H -1.7144 -4.1383 -30.6950
H -2.6039 -4.6253 -29.2441
C -3.0354 -0.4494 -25.6780
O -2.6185 -1.8661 -25.5639
C -1.7431 -2.1248 -24.5031
C -0.3260 -1.7323 -25.0175
N -0.1406 -2.3736 -26.3917
H -0.3902 -3.3395 -26.2250
H -0.9405 -2.0272 -26.9434
C 1.2237 -2.0292 -26.9316
C 1.0161 -1.5174 -28.3548
O -0.1130 -0.6218 -28.3534
C -0.6077 -0.2803 -29.6098
H -3.2726 -0.4230 -26.7254
H -2.2188 0.2378 -25.4603
H -3.8460 -0.1487 -25.0331
H -1.7681 -3.2452 -24.3568
H -1.9905 -1.7248 -23.4986
H 0.5266 -2.0682 -24.4033
H -0.2179 -0.6645 -25.2310
H 1.7808 -2.8905 -26.8999
H 1.7074 -1.2762 -26.4010
H 0.7727 -2.3683 -28.9876
H 1.9593 -1.0666 -28.7460
H -1.3104 0.5445 -29.3950
H -1.2227 -1.0130 -30.1956
H 0.1740 0.2170 -30.1269
C 0.8979 -13.9487 -23.4505
O 0.7161 -12.5174 -23.6674
C 1.9049 -11.8662 -24.1660
C 1.5966 -10.3409 -24.4061
N 0.5885 -10.0369 -25.4767
H 0.5932 -8.9839 -25.7499
H 0.7995 -10.4474 -26.3735
C -0.8605 -10.1879 -25.0791
C -1.4541 -11.5435 -25.4692
O -1.2695 -11.7533 -26.8735
C -1.8469 -12.9642 -27.3124
H 1.3669 -13.9764 -22.4621
H 1.5005 -14.4340 -24.1859
H -0.0935 -14.3318 -23.4721
H 2.1705 -12.3307 -25.1364
H 2.7005 -11.8944 -23.4602
H 2.4615 -9.8356 -24.8082
H 1.3590 -9.7904 -23.4575
H -1.3875 -9.4529 -25.7642
H -0.9334 -9.9604 -24.0695
H -2.5038 -11.4583 -25.2535
H -1.0491 -12.3281 -24.8694
H -2.0279 -12.8165 -28.3366
H -2.7989 -13.1079 -26.8155
H -1.1769 -13.7735 -27.1375
C 6.1963 -19.0326 -13.5138
C 8.3936 -17.8564 -14.0999
C 7.1589 -17.8266 -13.3922
N 2.3310 -8.1243 -10.5692
C 1.2513 -9.1812 -10.8475
C 2.3702 -7.2082 -11.8204
C 3.9729 -7.1688 -12.1284
C 4.5068 -7.9570 -11.2500
C 3.5310 -8.5540 -10.3172
H 6.2837 -19.5440 -14.5288
H 5.1262 -18.7168 -13.6183
H 6.2834 -19.6696 -12.5660
H 9.0139 -17.0971 -14.4227
H 8.7567 -18.7607 -14.0967
H 7.5996 -17.9733 -12.2954
H 6.6610 -16.7713 -13.1672
H 1.1370 -9.4996 -9.7371
H 1.7106 -10.0573 -11.2645
H 0.3774 -8.7812 -11.1991
H 2.1543 -6.1453 -11.6710
H 1.7982 -7.8296 -12.7118
H -10.6909 -9.8087 -25.5646
H 4.2979 -6.4429 -12.8835
H -2.7899 -5.9243 -34.4897
H 5.5825 -8.1422 -11.2326
H 3.4975 -9.3773 -9.7379
H 1.4740 -14.2046 -20.5759
C -4.9016 -10.8471 -21.5652
C -5.5682 -11.5144 -20.3660
C -6.3295 -10.4312 -19.5983
N -7.1918 -10.9108 -18.3629
C -6.3483 -11.7123 -17.3781
C -7.1648 -12.2584 -16.2754
C -7.6669 -11.0467 -15.4306
C -8.3783 -10.0105 -16.3038
C -7.5901 -9.7020 -17.5884
C -8.3566 -11.6576 -18.9997
H -4.6361 -11.5732 -22.2937
H -4.1159 -10.2381 -21.2230
H -5.6116 -10.1602 -22.0355
H -4.7547 -11.9309 -19.7488
H -6.2500 -12.2923 -20.5216
H -7.1075 -9.9858 -20.2523
H -5.7204 -9.6465 -19.1671
H -5.5433 -11.1175 -17.1399
H -5.8547 -12.4209 -18.0538
H -6.6147 -12.8787 -15.6465
H -7.9637 -12.8511 -16.6266
H -6.9023 -10.5873 -14.8672
H -8.4028 -11.4146 -14.7110
H -8.6055 -9.0281 -15.7925
H -9.4142 -10.3801 -16.5156
H -6.7034 -9.1446 -17.3896
H -8.1318 -9.1085 -18.3342
H -8.0064 -12.4302 -19.6206
H -9.0740 -11.0297 -19.4751
H -8.9713 -12.1695 -18.2764
*
```

Results
- Total energy: -64563.9533 eV
- HOMO-LUMO gap: 0.9 eV
- HOMO energy: -10.6 eV

Here are the Löwdin charges for atoms 1 to 8, given in e:
1 O 0.11
2 C -0.76
3 O -0.01
4 O -0.03
5 H 0.06
6 C -0.13
7 O -0.25
8 C -0.17